Density functional theory data (wB97M-V/def2-TZVPD) for a 4-piece molecular cluster, C3H14O4 overall in a non-equilibrium geometry.

Each line ends with the natural charge from an NBO analysis.
CARTESIAN COORDINATES (ANGSTROEM)
C 0.92911 -2.16114 1.37774  -0.623
C -0.24132 -1.82727 0.41152  -0.427
C 0.17003 -1.40306 -1.00289  -0.061
O 0.47464 0.00898 -1.03183  -0.797
H 1.07279 -1.33643 2.08228  0.223
H 0.57982 -3.02968 1.94950  0.210
H 1.73532 -2.52370 0.73858  0.206
H -0.84198 -1.03344 0.86026  0.200
H -0.86977 -2.72499 0.32178  0.204
H -0.69613 -1.31977 -1.64136  0.181
H 1.06305 -1.97362 -1.28999  0.173
H 0.63941 0.42885 -0.17779  0.490
O -0.37348 3.40220 -0.64348  -0.960
H -1.21607 3.35120 -0.19106  0.490
H -0.13302 2.50559 -0.87719  0.476
O -2.35312 1.62328 -0.78149  -0.952
H -2.93475 1.18396 -0.15724  0.470
H -2.02937 0.88081 -1.32855  0.484
O 1.63470 1.80582 0.76947  -0.971
H 2.19302 1.51559 0.03704  0.482
H 1.19714 2.62683 0.57471  0.501

Atoms 1-2, force components in eV/Å:
C -1.57 -0.54 -0.54
C -0.02 -0.43 -0.06

Summary:
Gap between HOMO and LUMO   11.012 eV
Structure (SMILES)   CCCO.O.O.O
Strongest force on any atom   2.57 eV/A
Energy above the lowest of the compared OMol25 structures with the same formula, charge and spin   26.94 kcal/mol

---

Density functional theory data (wB97M-V/def2-TZVPD) for C4H12BBr4Na3 as an isolated structure in a non-equilibrium geometry.

Each line ends with the natural charge from an NBO analysis.
CARTESIAN COORDINATES (ANGSTROEM)
Na 2.28929 4.32922 -0.86869  0.991
Na 2.46393 1.84740 1.86361  0.970
Na 3.01842 1.71540 -2.76618  0.993
B 1.50614 1.70769 -0.63225  -0.857
H 1.46291 0.90611 0.18864  0.019
H 0.66089 2.48672 -0.43620  0.015
H 2.50659 2.26074 -0.65583  -0.169
H 1.27610 1.23239 -1.65040  0.003
Br -4.46843 2.22075 -0.13552  0.015
C -3.68941 0.57853 -0.85992  -0.455
C -2.61211 0.03401 0.04390  -0.446
Br -2.08831 -1.77156 -0.48190  -0.002
H -3.28804 0.80972 -1.84516  0.220
H -4.46697 -0.15845 -1.04777  0.243
H -2.92114 -0.02183 1.08501  0.235
H -1.73730 0.67429 0.02431  0.199
Br 1.54177 -0.95431 2.84447  -0.078
C 1.00593 -2.45282 1.72783  -0.424
C 1.55889 -2.25763 0.33432  -0.451
Br 1.16508 -3.93433 -0.64715  0.037
H -0.07454 -2.39255 1.66518  0.252
H 1.32456 -3.37354 2.20287  0.255
H 2.60236 -1.97791 0.22834  0.216
H 0.96340 -1.50804 -0.18151  0.220

Atoms 1-2, force components in eV/Å:
Na -0.57 0.53 0.12
Na -0.26 -0.69 0.37

Summary:
Total charge   +2
Gap between HOMO and LUMO   5.866 eV
Strongest force on any atom   2.90 eV/A
Energy above the lowest of the compared OMol25 structures with the same formula, charge and spin   0.00 kcal/mol

---

Density functional theory data (wB97M-V/def2-TZVPD) for one molecule with the formula C2H3P in a non-equilibrium geometry.

Each line ends with the natural charge from an NBO analysis.
CARTESIAN COORDINATES (ANGSTROEM)
C -1.08145 -0.29714 1.23602  -0.200
C -0.19842 0.16392 0.30943  -0.399
P 1.04183 0.80416 -0.73800  0.386
H -1.92071 -0.79442 1.58110  0.226
H 0.21705 0.24619 -1.74851  0.018
H 1.94170 -0.12272 -0.64005  -0.031

Atoms 1-2, force components in eV/Å:
C 7.78 4.29 -7.94
C -6.87 -3.96 8.28

Summary:
Gap between HOMO and LUMO   10.117 eV
Structure (SMILES)   C#CP
Strongest force on any atom   11.92 eV/A
Energy above the lowest of the compared OMol25 structures with the same formula, charge and spin   30.73 kcal/mol

---

Density functional theory data (wB97M-V/def2-TZVPD) for an isolated ion of composition C12H15N2O and charge +1 in a non-equilibrium geometry.

Each line ends with the natural charge from an NBO analysis.
CARTESIAN COORDINATES (ANGSTROEM)
O 1.45415 1.39885 3.36957  -0.560
C 0.53491 1.87821 2.71584  0.517
N -0.04263 1.19172 1.67126  -0.473
N 0.68114 0.04674 1.22707  -0.356
C 0.67072 -0.21300 -0.21873  0.049
C -0.81020 -0.14584 -0.49970  0.013
C -1.38360 1.00166 -1.02669  -0.279
C -2.77238 1.13934 -0.94898  -0.171
C -3.55916 0.09837 -0.46147  -0.196
C -2.97064 -1.11301 -0.08081  -0.173
C -1.58230 -1.25475 -0.12725  -0.258
C 1.58917 0.72677 -0.96807  -0.275
C 2.68166 0.09483 -1.47310  -0.076
C 2.75126 -1.34741 -1.05272  -0.455
C 1.34940 -1.60357 -0.41349  -0.428
H 0.02946 2.85544 2.90351  0.171
H -0.53876 1.76271 1.00167  0.435
H 1.63628 0.05942 1.60925  0.465
H 0.17229 -0.75408 1.62480  0.442
H -0.75872 1.79170 -1.44516  0.230
H -3.22486 2.06824 -1.29438  0.236
H -4.64054 0.21163 -0.38366  0.241
H -3.57533 -1.96392 0.24441  0.239
H -1.09862 -2.21045 0.12264  0.227
H 1.26251 1.73766 -1.18488  0.230
H 3.47816 0.51302 -2.09226  0.245
H 3.52808 -1.54391 -0.29053  0.234
H 2.96284 -2.03051 -1.89700  0.249
H 0.70280 -2.15118 -1.11322  0.250
H 1.47291 -2.24468 0.48207  0.227

Atoms 1-2, force components in eV/Å:
O -1.33 0.83 -1.10
C 1.21 -0.57 1.40

Summary:
Total charge   +1
Gap between HOMO and LUMO   10.399 eV
Structure (SMILES)   O=CN[NH2+][C@@]1(c2ccccc2)C=CCC1
Strongest force on any atom   1.94 eV/A
Energy above the lowest of the compared OMol25 structures with the same formula, charge and spin   29.96 kcal/mol

---

Density functional theory data (wB97M-V/def2-TZVPD) for C41H48N4OPSSi2W as an isolated structure.

Each line ends with the Mulliken spin population.
CARTESIAN COORDINATES (ANGSTROEM)
W 0.06117 0.21926 0.37348  1.808
C 2.43903 3.06221 -1.78488  0.003
Si 1.68322 3.44529 -0.12021  0.005
C 0.65279 4.96092 -0.51755  -0.001
C 3.09225 3.86113 1.06445  -0.002
N 0.62064 2.18365 0.56751  0.064
C -0.35703 2.78871 1.39904  0.092
C -0.11459 3.89282 2.21859  0.006
C -1.14962 4.58869 2.81799  0.006
C -2.45718 4.16719 2.61808  0.004
C -2.70878 3.01215 1.89760  -0.008
C -1.66868 2.25903 1.34060  -0.074
N -1.81259 1.03156 0.69051  0.065
Si -3.44075 0.49585 0.24761  -0.015
C -4.57611 0.40576 1.75705  -0.001
C -4.11120 1.69850 -1.03235  0.003
C -3.50525 -1.26052 -0.41528  0.009
H 3.12541 3.90020 -1.94495  0.000
H 1.70610 3.10022 -2.58971  0.001
H 3.02590 2.15915 -1.88456  -0.001
H 1.24000 5.60805 -1.17338  0.000
H 0.34244 5.54982 0.34032  0.000
H -0.24628 4.67045 -1.06522  0.000
H 4.05654 3.78178 0.55912  0.000
H 3.12505 3.18495 1.91788  0.001
H 3.00089 4.88195 1.44101  0.000
H 0.90113 4.25084 2.33725  0.001
H -0.93832 5.46828 3.41181  0.001
H -3.28387 4.73037 3.02964  0.000
H -3.73279 2.69472 1.77818  0.002
H -4.02155 0.40441 2.69701  0.001
H -5.15012 -0.52212 1.71871  0.000
H -5.29312 1.22586 1.79950  0.000
H -3.52190 2.61604 -1.05111  -0.001
H -5.14837 1.97293 -0.83673  0.000
H -4.07701 1.26141 -2.03254  0.000
H -3.55103 -1.98333 0.39892  0.002
H -2.71702 -1.58377 -1.08659  -0.001
H -4.45447 -1.33940 -0.95358  0.000
C 6.28678 1.44399 1.15588  -0.001
C 6.13928 1.37496 -0.22116  0.001
C 4.97155 0.86430 -0.77216  -0.005
C 3.93607 0.43876 0.05295  -0.015
C 4.09010 0.50898 1.43629  0.010
C 5.26184 1.00341 1.98264  0.002
P 2.41401 -0.35580 -0.55406  0.001
C 2.56560 -0.45850 -2.37666  -0.058
C 1.76389 0.34068 -3.18617  0.027
C 1.84262 0.25985 -4.56891  0.003
C 2.72243 -0.63078 -5.16440  0.001
C 3.52698 -1.43533 -4.36950  0.000
C 3.44690 -1.35076 -2.98894  -0.001
C 2.67807 -2.06781 -0.01188  0.033
C 3.87606 -2.73109 -0.04461  0.001
C 3.93937 -4.09814 0.29397  -0.002
C 2.80432 -4.76692 0.65620  0.003
C 1.56543 -4.09004 0.76864  -0.005
C 0.39258 -4.74615 1.21697  0.018
C -0.75133 -4.03213 1.42416  -0.015
C -0.76485 -2.63380 1.21085  -0.070
C 0.31706 -1.94207 0.70807  0.128
C 1.50464 -2.70806 0.46871  -0.083
H 7.20104 1.83143 1.58397  0.000
H 6.93638 1.70995 -0.87105  0.000
H 4.87567 0.80446 -1.84918  0.000
H 3.29168 0.15616 2.08222  -0.005
H 5.38230 1.04171 3.05797  0.000
H 1.07587 1.04281 -2.73651  -0.008
H 1.22197 0.90336 -5.17916  0.000
H 2.78498 -0.69779 -6.24204  0.000
H 4.22042 -2.13036 -4.82307  0.000
H 4.07582 -1.99497 -2.39262  0.000
H 4.78639 -2.21247 -0.32064  0.000
H 4.88922 -4.61335 0.25619  0.000
H 2.84461 -5.82169 0.89868  0.000
H 0.43209 -5.80802 1.42358  0.001
H -1.64174 -4.52468 1.79282  0.000
H -1.65873 -2.09245 1.49831  0.008
S 0.56253 -0.15382 2.84088  0.011
C 0.24772 1.20797 3.86712  0.005
N 1.30862 1.87981 4.37360  0.006
C 1.22947 2.86169 5.29818  0.002
C 0.00778 3.23374 5.77559  -0.004
C -1.12781 2.57678 5.27891  0.001
C -1.01135 1.57189 4.34887  0.002
H 2.21297 1.60613 4.00968  0.002
H 2.16422 3.30070 5.61162  0.000
H -0.06409 4.01560 6.51476  0.000
H -2.10847 2.85954 5.63678  -0.001
H -1.87138 1.04195 3.96862  -0.005
C -1.58366 -0.71573 -3.71117  0.002
C -0.87025 -1.05962 -2.44054  0.027
N -0.40844 -2.29213 -2.29159  0.019
O -0.73761 -0.17903 -1.55953  0.009
H -2.41038 -1.40573 -3.87996  0.001
H -0.89031 -0.79975 -4.54885  0.000
H -1.96020 0.30042 -3.64767  -0.001
H -0.54268 -2.97890 -3.01386  0.001
H 0.03146 -2.56391 -1.41963  -0.016

Atoms 1-2, force components in eV/Å:
W -0.12 0.24 -0.25
C 0.06 0.08 0.06

Summary:
Total charge   +1
Spin multiplicity   3
Gap between HOMO and LUMO (spin up / spin down)   6.425 / 6.799 eV
<S²>   2.023
Strongest force on any atom   0.46 eV/A
Energy above the lowest of the compared OMol25 structures with the same formula, charge and spin   0.00 kcal/mol

---

Density functional theory data (wB97M-V/def2-TZVPD) for C13H19ClMnN2O3 as an isolated structure in a non-equilibrium geometry.

Each line ends with the natural charge from an NBO analysis.
CARTESIAN COORDINATES (ANGSTROEM)
Cl 4.09600 -0.72621 -2.95478  0.016
C 2.62093 2.07778 1.59695  -0.207
C 1.23670 2.48282 1.49890  -0.228
C 0.95038 2.73682 0.11361  -0.158
H 0.57725 2.75322 2.33165  0.302
C 2.08965 2.43319 -0.67264  0.019
C 3.13578 2.02018 0.24275  -0.216
H 4.14027 1.76710 -0.09188  0.298
H 3.16129 1.85610 2.52125  0.306
H 0.05651 3.23891 -0.28300  0.293
C 2.25655 2.71750 -2.12472  -0.661
Mn 1.67284 0.66370 0.54032  0.535
C 1.08074 -0.15317 2.05577  0.635
C 2.60940 -0.74951 -0.07802  0.645
O 0.65444 -0.93138 2.82998  -0.331
O 2.90006 -1.87457 -0.19876  -0.301
H 1.30250 2.62856 -2.65107  0.257
H 2.95466 1.99744 -2.55308  0.254
H 2.63802 3.72398 -2.33328  0.292
C -1.74065 1.03983 0.81670  -0.381
N -2.17373 -0.33453 0.53292  -0.416
C -3.53991 -0.64055 0.92576  -0.407
C -1.29540 -1.16226 -0.09498  0.806
O -0.10130 -0.77541 -0.32895  -0.746
N -1.57549 -2.42162 -0.50941  -0.387
C -2.78766 -3.21831 -0.45354  -0.413
C -0.47655 -3.10330 -1.16513  -0.399
H -2.59201 1.57138 1.25042  0.242
H -1.39272 1.55889 -0.08472  0.199
H -0.91327 1.04234 1.55096  0.162
H -4.14343 -0.84799 0.05095  0.221
H -3.56612 -1.46917 1.61890  0.220
H -3.92489 0.24531 1.41749  0.227
H -3.12726 -3.45762 -1.46834  0.225
H -2.57344 -4.16353 0.05285  0.225
H -3.57945 -2.69988 0.07256  0.222
H -0.12386 -2.53238 -2.02308  0.217
H 0.35875 -3.22063 -0.47841  0.203
H -0.86559 -4.07303 -1.47288  0.231

Atoms 1-2, force components in eV/Å:
Cl 0.02 0.04 -0.03
C 0.40 0.46 -0.54

Summary:
Total charge   +2
Spin multiplicity   4
Gap between HOMO and LUMO (spin up / spin down)   5.534 / 5.422 eV
<S²>   3.864
Strongest force on any atom   9.03 eV/A
Energy above the lowest of the compared OMol25 structures with the same formula, charge and spin   35.28 kcal/mol